The following is a DFT calculation (wB97M-V/def2-TZVPD) of an isolated molecule of C19H24N4 in a non-equilibrium geometry.

Properties
- structure (SMILES) = C/C(=C\N=N\c1nc(C)cc(C)n1)Cc1ccc(C(C)C)cc1
- frontier orbital gap (eV) = 8.50
- DFT total energy (eV) = -26049.529
- E_HOMO (eV) = -8.640
- energy relative to the best compared isomer or geometry (same formula, charge and spin) (kcal per mole) = 95.4

```
! RIJCOSX wB97M-V def2-TZVPD def2/J DEFGRID3
* xyz 0 1
C 2.1798 1.7325 0.4261
C 0.7023 2.0125 0.7833
C -0.1609 2.0094 -0.2525
N 0.2152 1.9946 -1.5961
N -0.7628 1.8460 -2.3075
C -0.6934 1.7808 -3.7401
N 0.3587 1.3236 -4.3768
C 0.1192 0.9059 -5.6181
C 1.1451 0.3539 -6.3630
C -1.0111 1.2622 -6.2738
C -1.9423 1.9248 -5.5560
C -3.1554 2.4295 -6.2656
N -1.8599 2.1981 -4.2724
C 0.1903 1.9176 2.1780
C 0.2202 0.5329 2.6627
C 1.0880 0.3337 3.7440
C 1.0083 -0.9915 4.3068
C 0.1997 -2.0547 3.8658
C 0.2234 -3.4661 4.4178
C -0.8293 -3.5247 5.5052
C 1.5770 -3.8336 5.0769
C -0.5904 -1.7866 2.7229
C -0.5777 -0.4418 2.1327
H 2.6523 1.1314 1.1910
H 2.3033 1.1925 -0.5663
H 2.4708 2.7598 0.1872
H -1.2053 1.8711 0.0380
H 1.3605 1.0733 -7.1461
H 0.8689 -0.6326 -6.7254
H 2.0751 0.2200 -5.8163
H -1.1359 1.0490 -7.3385
H -2.9811 3.4383 -6.6372
H -3.4294 1.8076 -7.0937
H -3.9526 2.2969 -5.5407
H 0.5881 2.6543 2.8711
H -0.8943 2.1693 2.2102
H 1.7321 1.1019 4.1378
H 1.6433 -1.1217 5.2035
H 0.0526 -4.2217 3.6110
H -0.5583 -2.7835 6.2175
H -0.9242 -4.3986 6.0655
H -1.7621 -3.2874 4.9736
H 2.3465 -3.7685 4.3254
H 1.5779 -4.8750 5.2449
H 1.8352 -3.2312 5.9167
H -1.1146 -2.5936 2.2592
H -1.1928 -0.3106 1.2113
*
```



The following is a DFT calculation (wB97M-V/def2-TZVPD) of a structure of composition CHF3IrNO4S2 in a non-equilibrium geometry.

Properties
- ⟨S²⟩ = 6.01
- frontier orbital gap (alpha / beta) (eV) = 8.31 / 7.38
- DFT total energy (eV) = -43388.191
- E_HOMO (alpha / beta) (eV) = -8.574 / -9.825

```
! RIJCOSX wB97M-V def2-TZVPD def2/J DEFGRID3
* xyz 0 5
N 1.1379 -1.3448 -0.8313
S 0.4897 -0.7717 -2.3124
O -1.1390 -0.3305 -2.0596
S 1.1895 -0.3718 0.3876
O 0.5022 0.9603 0.1914
O 2.4699 -0.2740 1.0952
C 0.0885 -1.1973 1.6457
F -1.1200 -1.3915 1.1404
F 0.6085 -2.3698 1.9839
F -0.0167 -0.4451 2.7334
Ir -0.6122 1.3421 -1.3209
O -1.8633 2.6235 -1.3075
H -1.7351 3.5706 -1.3462
*
```



The following is a DFT calculation (wB97M-V/def2-TZVPD) of a cluster of 2 separate species, C2H2O2P in total in a non-equilibrium geometry.

Properties
- frontier orbital gap (eV) = 6.65
- DFT total energy (eV) = -15488.328
- E_HOMO (eV) = -2.914
- energy relative to the best compared isomer or geometry (same formula, charge and spin) (kcal per mole) = 58.2

```
! RIJCOSX wB97M-V def2-TZVPD def2/J DEFGRID3
* xyz -1 1
C -0.2304 -2.0544 -0.6060
C -0.6467 1.7989 0.2747
O 0.2646 2.1420 0.8933
O -1.7557 1.6220 -0.0191
P 0.4248 -0.5266 -0.6796
H 0.4659 -2.7228 0.0182
H 1.4774 -0.2591 0.1186
*
```



What did the first record say?
The following is a DFT calculation (wB97M-V/def2-TZVPD) of an isolated molecule of C19H24N4 in a non-equilibrium geometry.

Properties
- structure (SMILES) = C/C(=C\N=N\c1nc(C)cc(C)n1)Cc1ccc(C(C)C)cc1
- frontier orbital gap (eV) = 8.50
- DFT total energy (eV) = -26049.529
- E_HOMO (eV) = -8.640
- energy relative to the best compared isomer or geometry (same formula, charge and spin) (kcal per mole) = 95.4

```
! RIJCOSX wB97M-V def2-TZVPD def2/J DEFGRID3
* xyz 0 1
C 2.1798 1.7325 0.4261
C 0.7023 2.0125 0.7833
C -0.1609 2.0094 -0.2525
N 0.2152 1.9946 -1.5961
N -0.7628 1.8460 -2.3075
C -0.6934 1.7808 -3.7401
N 0.3587 1.3236 -4.3768
C 0.1192 0.9059 -5.6181
C 1.1451 0.3539 -6.3630
C -1.0111 1.2622 -6.2738
C -1.9423 1.9248 -5.5560
C -3.1554 2.4295 -6.2656
N -1.8599 2.1981 -4.2724
C 0.1903 1.9176 2.1780
C 0.2202 0.5329 2.6627
C 1.0880 0.3337 3.7440
C 1.0083 -0.9915 4.3068
C 0.1997 -2.0547 3.8658
C 0.2234 -3.4661 4.4178
C -0.8293 -3.5247 5.5052
C 1.5770 -3.8336 5.0769
C -0.5904 -1.7866 2.7229
C -0.5777 -0.4418 2.1327
H 2.6523 1.1314 1.1910
H 2.3033 1.1925 -0.5663
H 2.4708 2.7598 0.1872
H -1.2053 1.8711 0.0380
H 1.3605 1.0733 -7.1461
H 0.8689 -0.6326 -6.7254
H 2.0751 0.2200 -5.8163
H -1.1359 1.0490 -7.3385
H -2.9811 3.4383 -6.6372
H -3.4294 1.8076 -7.0937
H -3.9526 2.2969 -5.5407
H 0.5881 2.6543 2.8711
H -0.8943 2.1693 2.2102
H 1.7321 1.1019 4.1378
H 1.6433 -1.1217 5.2035
H 0.0526 -4.2217 3.6110
H -0.5583 -2.7835 6.2175
H -0.9242 -4.3986 6.0655
H -1.7621 -3.2874 4.9736
H 2.3465 -3.7685 4.3254
H 1.5779 -4.8750 5.2449
H 1.8352 -3.2312 5.9167
H -1.1146 -2.5936 2.2592
H -1.1928 -0.3106 1.2113
*
```



Q: Among the records above, which one has the lowest DFT total energy?
A: CHF3IrNO4S2



Repeat the second record exactly.
The following is a DFT calculation (wB97M-V/def2-TZVPD) of a structure of composition CHF3IrNO4S2 in a non-equilibrium geometry.

Properties
- ⟨S²⟩ = 6.01
- frontier orbital gap (alpha / beta) (eV) = 8.31 / 7.38
- DFT total energy (eV) = -43388.191
- E_HOMO (alpha / beta) (eV) = -8.574 / -9.825

```
! RIJCOSX wB97M-V def2-TZVPD def2/J DEFGRID3
* xyz 0 5
N 1.1379 -1.3448 -0.8313
S 0.4897 -0.7717 -2.3124
O -1.1390 -0.3305 -2.0596
S 1.1895 -0.3718 0.3876
O 0.5022 0.9603 0.1914
O 2.4699 -0.2740 1.0952
C 0.0885 -1.1973 1.6457
F -1.1200 -1.3915 1.1404
F 0.6085 -2.3698 1.9839
F -0.0167 -0.4451 2.7334
Ir -0.6122 1.3421 -1.3209
O -1.8633 2.6235 -1.3075
H -1.7351 3.5706 -1.3462
*
```



Q: The highest DFT total energy belongs to which entry?
A: C2H2O2P